Record 1
# C6H33NO10

A 11-piece molecular cluster, C6H33NO10 overall (ωB97M-V/def2-TZVPD, the Open Molecules 2025 dataset).

The geometry in XYZ format:
```
50
Properties=species:S:1:pos:R:3:forces:R:3
C -2.5369 0.1509 -2.3718 1.986 -0.937 -1.905
C -1.7578 1.0829 -1.5095 -0.014 -0.369 2.815
C -1.8303 0.6743 0.0162 -1.260 1.964 -0.264
C -0.8032 -0.3975 0.3443 -1.172 0.031 -0.198
C 0.5247 0.2016 0.8217 -1.183 -3.271 -0.189
C 1.2825 -0.7680 1.3543 0.640 1.212 1.359
N 2.5253 -0.6170 1.9696 0.543 -0.052 0.087
H -2.1049 0.3402 -3.3708 -0.446 -0.343 -0.063
H -2.2377 -0.8943 -2.1697 -0.773 0.206 -0.011
H -3.5956 0.3334 -2.5103 -0.205 -0.152 0.699
H -0.6950 1.1643 -1.6627 0.199 -0.141 -1.037
H -2.2049 2.0199 -1.6749 -0.297 1.654 0.176
H -2.9160 0.4573 0.1430 0.765 -0.530 0.506
H -1.6475 1.5698 0.6778 -0.187 -0.630 -0.689
H -1.1437 -1.0505 1.1955 -0.013 0.351 -1.113
H -0.7797 -0.9879 -0.6073 0.593 -0.014 1.054
H 0.6671 1.2496 0.8477 0.424 0.298 -0.366
H 0.9259 -1.8149 1.4181 -0.049 0.762 -0.158
H 2.6222 -1.0416 2.8812 -0.085 -0.251 -0.179
H 2.9538 0.3013 1.9878 -0.297 -0.030 -0.302
O 1.5425 2.8032 1.7968 0.400 0.459 -0.226
H 0.7143 2.3962 2.0962 -0.077 0.361 0.604
H 1.6525 3.6402 2.2640 -0.226 -0.220 0.118
O 2.0725 -2.2799 -1.0602 0.449 -0.846 0.219
H 2.1419 -2.1891 -0.0966 0.110 0.353 -0.623
H 1.4228 -1.6388 -1.3612 0.086 0.507 0.245
O 1.3897 0.5488 -1.9095 0.843 0.285 0.642
H 2.1281 0.8702 -2.4459 -0.326 -0.197 -0.317
H 1.5719 1.0436 -1.0779 -0.410 -0.526 -0.711
O -2.0540 -3.4508 2.1693 0.487 -0.227 0.285
H -1.3345 -3.5691 1.5433 -0.013 0.085 -0.490
H -1.9064 -4.1281 2.8336 -0.101 -0.083 0.133
O -0.4062 -3.4850 -0.8301 -0.399 -0.355 0.975
H -0.5834 -3.4038 -1.7657 0.276 -0.096 -0.256
H 0.5497 -3.5745 -0.6927 -0.132 0.245 -0.727
O -4.3514 -2.0442 2.0092 0.753 0.353 -1.051
H -4.1772 -1.7559 1.0781 -0.347 -0.365 1.212
H -3.5017 -2.4844 2.2425 -0.746 0.270 -0.283
O -0.8265 1.8501 3.1973 0.173 -0.069 -0.036
H -1.1413 0.9707 2.9619 0.045 -0.082 -0.059
H -1.5935 2.3019 3.5535 -0.142 0.134 0.052
O 0.4009 -0.0275 -4.4386 0.706 -0.449 -1.256
H -0.3103 0.5931 -4.5781 -0.240 0.041 0.559
H 0.4375 -0.3655 -3.5475 -0.425 0.460 0.492
O 2.1376 3.0019 -0.9717 -0.001 -1.595 -1.210
H 1.6860 3.2508 -0.1769 0.159 1.023 0.799
H 2.7332 3.5947 -1.4179 -0.070 0.802 0.563
O 4.4997 1.8041 0.3842 0.031 -0.096 0.138
H 4.0404 1.4490 -0.3857 0.021 0.060 0.112
H 3.8169 2.3042 0.8460 -0.054 0.008 -0.125
```
Positions in Å, forces in eV/Å.

Properties
- Strongest force on any atom: 0.068 Eh/bohr
- Orbital gap: 8.48 eV
- Net charge: 0
- Lowest unoccupied orbital energy: 0.07 eV
- HOMO level: -8.41 eV
- Energy relative to the best compared isomer or geometry (same formula, charge and spin): 3.226 eV

***

Record 2
# C6H33NO10

A 10-piece molecular cluster, C6H33NO10 overall (ωB97M-V/def2-TZVPD, the Open Molecules 2025 dataset).

The geometry in XYZ format:
```
50
Properties=species:S:1:pos:R:3:forces:R:3
C 2.3491 1.4671 3.4474 -0.651 -0.418 -0.665
C 1.0075 0.9382 2.8114 1.217 1.361 -0.594
N 0.4777 1.9844 1.8692 -0.143 -0.062 1.486
C -1.0383 1.8146 1.7072 0.093 -0.691 -0.544
C -1.3265 1.6535 0.1880 -3.180 2.181 2.297
C -2.8382 2.1209 -0.1389 -0.630 -1.576 5.286
C -3.7685 0.8888 0.4186 -0.833 1.151 3.399
O -3.8406 -0.1025 -0.4966 0.013 -1.795 -3.226
H 3.2162 1.4124 2.7353 -0.918 0.163 0.466
H 2.5589 0.7308 4.2453 0.211 0.927 0.102
H 2.2092 2.5517 3.7658 0.322 -1.530 0.083
H 0.2596 0.6918 3.5786 0.351 0.095 -0.106
H 1.2238 0.0253 2.2255 -0.185 0.300 0.330
H 0.8048 2.9669 2.2411 -1.530 -2.526 -0.790
H -1.4564 2.7366 2.0423 -0.695 0.589 0.382
H -1.6437 0.8921 2.2119 2.400 2.266 -0.461
H -0.6305 2.2231 -0.3204 1.346 1.287 -1.274
H -1.1447 0.6426 0.0510 -0.125 -2.117 -1.135
H -3.2558 3.1054 0.2983 1.411 -1.378 -0.057
H -3.0374 2.2215 -1.1157 -0.423 -0.017 -3.807
H -3.3232 0.4452 1.3918 -0.167 0.629 -1.761
H -4.8874 0.9154 0.8121 1.830 1.735 -0.734
H -4.2815 0.2607 -1.3037 0.615 -0.515 0.957
O -2.4156 -2.9732 -0.4601 -1.149 -4.854 2.990
H -2.4836 -2.4100 -1.1461 -0.416 3.411 -3.594
H -3.0577 -3.7152 -0.6810 1.262 1.433 0.570
O 1.4149 -2.0847 -2.9263 2.515 2.561 -1.810
H 0.6856 -2.4905 -2.5046 -1.517 0.466 0.575
H 1.4935 -1.0140 -3.0384 -1.643 -3.209 1.276
O 4.4629 -0.4905 -0.3287 -0.954 -1.872 -0.503
H 4.6259 -1.0956 0.4241 0.086 0.707 -0.382
H 3.9102 -1.1657 -0.8827 1.042 1.653 1.442
O 0.0360 -2.8512 0.5849 0.104 -1.203 -0.009
H 0.3389 -3.7591 0.7669 0.487 0.617 0.142
H -0.8699 -3.0770 0.2978 -0.232 0.638 -0.262
O 1.3134 0.5817 -2.4772 -3.307 -0.410 1.108
H 0.7818 0.7103 -1.5661 2.609 -0.461 -3.084
H 2.2498 0.7448 -2.3895 0.196 0.762 1.192
O -2.0304 1.5588 -3.4530 -0.470 0.820 -0.179
H -1.1748 1.1574 -3.5203 0.852 -0.648 0.056
H -1.8522 2.4442 -3.8050 -0.295 -0.201 0.133
O -1.2260 -1.3346 2.6442 0.877 -1.447 0.023
H -0.6750 -1.5597 1.8591 -0.463 0.351 0.322
H -1.0085 -2.1413 3.1689 -0.535 0.975 -0.199
O 3.2187 -2.7359 -1.0221 3.802 -0.156 -1.462
H 3.5881 -2.5997 -1.9565 -1.015 -0.713 1.813
H 2.3128 -2.6609 -1.1594 -2.709 0.345 -0.554
O 2.7699 1.7339 -0.8023 -5.502 4.866 -2.957
H 3.2718 1.2665 -0.2815 4.837 -4.366 4.469
H 1.9709 1.9395 -0.2335 1.210 -0.124 -0.749
```
Positions in Å, forces in eV/Å.

Properties
- Strongest force on any atom: 0.154 Eh/bohr
- Orbital gap: 8.98 eV
- Net charge: 0
- Lowest unoccupied orbital energy: 0.14 eV
- HOMO level: -8.85 eV
- Energy relative to the best compared isomer or geometry (same formula, charge and spin): 5.829 eV